{
  "formula": "C24H43N3O2",
  "method": "ωB97M-V with the def2-TZVPD basis set",
  "energy_ev": -34152.0572,
  "smiles": "O=C(NC[C@H]1CCCO1)C1CCN(C2CCN(CCCC3CCCC3)CC2)CC1",
  "fmax_ev_per_a": 0.6,
  "orbital_gap_ev": 8.8,
  "e_above_lowest_kj_mol": 0.0,
  "e_homo_ev": -8.15,
  "multiplicity": 1,
  "lumo_energy_ev": 0.6,
  "mol_weight_g_mol": 405.63,
  "elements": ["O", "C", "N", "C", "C", "C", "C", "C", "O", "C", "C", "C", "N", "C", "C", "C", "N", "C", "C", "C", "C", "C", "C", "C", "C", "C", "C", "C", "C", "H", "H", "H", "H", "H", "H", "H", "H", "H", "H", "H", "H", "H", "H", "H", "H", "H", "H", "H", "H", "H", "H", "H", "H", "H", "H", "H", "H", "H", "H", "H", "H", "H", "H", "H", "H", "H", "H", "H", "H", "H", "H", "H"],
  "xyz": [[-5.90302, -0.10762, -1.18161], [-4.70358, -0.13327, -0.99072], [-3.90655, 0.93567, -1.20939], [-4.41059, 2.24043, -1.55324], [-4.29221, 3.21030, -0.36607], [-5.22140, 2.85655, 0.80078], [-4.39408, 3.26215, 2.01708], [-2.98249, 2.92872, 1.54106], [-2.96007, 3.18209, 0.14733], [-3.97612, -1.38680, -0.51729], [-2.96512, -1.88347, -1.55449], [-2.25592, -3.14106, -1.02775], [-1.59594, -2.95107, 0.25046], [-0.30361, -2.27285, 0.14421], [0.17818, -1.61880, 1.43946], [1.56806, -1.01648, 1.23244], [2.50411, -2.05701, 0.87164], [3.89903, -1.68821, 0.98110], [4.39843, -0.58929, 0.02970], [5.87558, -0.28628, 0.26371], [6.41955, 0.76897, -0.69949], [7.93302, 1.01898, -0.50395], [8.08429, 2.50946, -0.18348], [6.86196, 3.14729, -0.83472], [5.75692, 2.14473, -0.51863], [2.12917, -2.65928, -0.38917], [0.75662, -3.31089, -0.25238], [-2.55613, -2.48052, 1.22574], [-3.26470, -1.17808, 0.82279], [-2.93730, 0.91126, -0.93529], [-5.45877, 2.12762, -1.83608], [-3.83890, 2.63263, -2.39940], [-4.49171, 4.22959, -0.72786], [-6.17133, 3.38045, 0.73400], [-5.41410, 1.78311, 0.80804], [-4.66446, 2.72219, 2.92120], [-4.48604, 4.33352, 2.19888], [-2.20809, 3.54163, 2.00817], [-2.75462, 1.86914, 1.73076], [-4.74616, -2.15499, -0.38545], [-2.22551, -1.10666, -1.76148], [-3.47391, -2.11718, -2.49085], [-2.99596, -3.93697, -0.89562], [-1.52497, -3.48336, -1.76116], [-0.33094, -1.48913, -0.63504], [0.23731, -2.37334, 2.22406], [-0.49558, -0.82281, 1.75941], [1.90600, -0.55429, 2.16349], [1.50301, -0.22626, 0.46081], [4.06794, -1.36749, 2.01406], [4.48650, -2.59685, 0.81543], [4.25837, -0.91199, -1.00419], [3.81121, 0.31709, 0.18420], [6.44894, -1.20883, 0.13986], [6.01728, 0.05649, 1.29180], [6.24174, 0.41912, -1.72107], [8.47493, 0.77507, -1.41797], [8.33718, 0.39820, 0.29510], [8.04606, 2.66788, 0.89549], [9.02254, 2.91954, -0.55468], [6.64874, 4.14356, -0.44907], [7.00730, 3.21718, -1.91409], [4.88481, 2.27138, -1.15860], [5.44234, 2.26830, 0.51949], [2.87386, -3.41633, -0.64639], [2.09327, -1.91838, -1.20966], [0.79219, -4.07529, 0.52332], [0.49264, -3.79260, -1.19367], [-3.31042, -3.26894, 1.32658], [-2.06975, -2.36795, 2.19381], [-3.98621, -0.89817, 1.59336], [-2.52467, -0.37834, 0.73926]],
  "forces_ev_per_a": [[-0.433, 0.000, -0.008], [0.249, -0.502, 0.085], [0.320, 0.356, 0.040], [0.044, 0.381, 0.162], [-0.445, -0.079, -0.332], [0.263, 0.059, -0.038], [0.143, -0.005, -0.175], [0.058, -0.080, 0.421], [0.030, -0.020, -0.251], [0.038, 0.186, -0.057], [0.003, -0.278, 0.184], [0.002, 0.067, -0.210], [0.035, -0.045, 0.106], [0.191, -0.273, 0.103], [-0.015, 0.201, -0.266], [-0.150, -0.108, 0.175], [-0.076, -0.029, 0.006], [0.075, 0.216, -0.181], [0.099, -0.259, 0.347], [-0.249, 0.038, -0.442], [-0.014, -0.166, 0.275], [0.043, 0.028, -0.025], [0.068, 0.039, -0.138], [-0.036, 0.037, 0.182], [0.040, 0.012, -0.280], [-0.115, -0.238, 0.005], [0.106, 0.352, -0.222], [-0.025, 0.280, 0.108], [-0.046, -0.354, 0.014], [-0.072, -0.143, 0.012], [0.107, 0.067, -0.054], [-0.111, -0.010, 0.017], [-0.008, -0.127, 0.035], [-0.068, -0.026, -0.035], [-0.052, -0.030, -0.003], [-0.015, 0.017, 0.073], [0.003, 0.020, 0.058], [-0.044, -0.074, 0.008], [-0.004, 0.090, 0.001], [-0.001, 0.129, -0.028], [0.014, 0.034, -0.054], [0.016, 0.045, -0.075], [-0.006, -0.032, -0.113], [-0.047, -0.072, -0.006], [0.028, 0.000, 0.054], [-0.040, -0.017, 0.100], [-0.083, -0.002, 0.056], [-0.005, 0.055, -0.046], [0.028, 0.015, 0.071], [0.085, -0.038, -0.002], [0.061, 0.035, 0.063], [-0.043, 0.058, -0.085], [-0.066, 0.070, -0.075], [0.058, -0.051, 0.081], [0.093, 0.014, 0.096], [-0.015, -0.001, 0.010], [0.058, -0.044, 0.005], [0.055, -0.091, -0.013], [0.025, 0.043, 0.053], [0.063, 0.041, 0.084], [-0.004, 0.078, -0.075], [0.002, 0.042, -0.073], [-0.113, 0.010, 0.065], [-0.074, 0.005, 0.097], [0.015, 0.044, -0.063], [0.074, -0.043, -0.003], [-0.028, -0.045, 0.027], [-0.044, -0.046, -0.039], [-0.014, 0.038, 0.095], [-0.065, -0.038, 0.015], [-0.004, 0.096, 0.038], [0.034, 0.075, 0.040]],
  "mulliken_charge": [-0.690, -0.034, -0.029, -1.167, 0.174, -0.495, -0.703, 0.043, -0.494, 0.111, -0.535, -1.166, 0.201, 0.649, -0.789, -0.862, 0.254, -1.439, 0.186, -1.255, 0.799, -1.031, -0.643, -0.737, -1.034, -0.602, -1.190, -1.603, 0.251, 0.272, 0.455, 0.410, 0.366, 0.428, 0.096, 0.387, 0.257, 0.356, -0.116, 0.325, 0.243, 0.431, 0.488, 0.442, -0.090, 0.225, 0.357, 0.441, 0.325, 0.343, 0.326, 0.257, 0.231, 0.371, 0.342, 0.308, 0.343, 0.388, 0.284, 0.361, 0.384, 0.304, 0.359, 0.355, 0.457, 0.336, 0.200, 0.440, 0.565, 0.510, 0.478, -0.209]
}